Record 1
Entry from OMol25: a molecular structure, C5H7N2OS in a non-equilibrium geometry (ωB97M-V/def2-TZVPD).

Calculated values
energy above the lowest of the compared OMol25 structures with the same formula, charge and spin: 138.8 kcal per mole
net charge: +1
spin multiplicity: 1
energy: -777.19771 a.u.
lowest unoccupied orbital energy: -0.20153 hartree
HOMO level: -12.84 eV

Each line ends with the Mulliken charge.
CARTESIAN COORDINATES (ANGSTROEM)
C 0.58091 -1.19354 1.13894  -0.1945
C 0.29985 0.61135 -0.29777  0.5931
C -1.18917 0.08012 -2.91459  0.1362
C 0.93079 1.74434 -0.69174  -0.9212
C -0.62457 -0.33039 -1.71133  -0.2035
N 1.04759 -1.88825 0.12342  -0.1700
N 0.05960 0.06745 0.82798  -0.0817
O 1.78490 -2.98487 0.49121  -0.4000
S -1.83293 0.76172 -4.10886  -0.1751
H 0.54916 -1.61328 2.14813  0.4009
H 1.57059 2.28008 -0.07668  0.3266
H 0.94243 2.06359 -1.66797  0.2861
H -1.54819 -0.51973 -1.26174  0.3411
H -0.08053 -1.27507 -1.77167  0.3923
H -0.70829 0.45500 1.32705  0.3085
H 2.21431 -3.08051 -0.32585  0.3613

---

Record 2
Entry from OMol25: a single C7H10 molecule in a non-equilibrium geometry (ωB97M-V/def2-TZVPD).

Calculated values
energy above the lowest of the compared OMol25 structures with the same formula, charge and spin: 68.4 kcal per mole
net charge: 0
spin multiplicity: 1
energy: -272.60906 a.u.
lowest unoccupied orbital energy: 0.04244 hartree
HOMO level: -9.05 eV
SMILES: C1[C@@H]2C[C@@H]3[C@H]1C[C@H]23

Each line ends with the Mulliken charge.
CARTESIAN COORDINATES (ANGSTROEM)
C 1.48020 -0.75868 -0.15128  -0.7010
C 0.98009 0.66182 0.14315  -0.2428
C 0.01878 0.94829 -1.01295  -0.7917
C -0.95497 -0.19316 -0.66589  -0.2682
C -1.49255 0.19098 0.71616  -0.6623
C -0.05843 0.15109 1.19186  -0.5449
C 0.04113 -1.19106 0.00232  -0.5008
H 2.05452 -0.93383 -1.07110  0.3240
H 2.00799 -1.20911 0.69754  0.3098
H 1.72374 1.41267 0.41854  0.4484
H 0.49708 0.84544 -1.99251  0.3520
H -0.45807 1.93031 -0.92490  0.3525
H -1.67574 -0.51802 -1.41973  0.4312
H -2.14558 1.05857 0.86798  0.3329
H -1.96655 -0.68467 1.17873  0.3108
H 0.13923 0.55134 2.21012  0.4281
H -0.23610 -2.25661 -0.12442  0.4220

---

Record 3
Entry from OMol25: 2 unconnected molecules or ions with the total composition C4H3FO in a non-equilibrium geometry (ωB97M-V/def2-TZVPD).

Calculated values
energy above the lowest of the compared OMol25 structures with the same formula, charge and spin: 87.3 kcal per mole
net charge: 0
spin multiplicity: 1
energy: -329.14685 a.u.
lowest unoccupied orbital energy: -0.00321 hartree
HOMO level: -9.09 eV
SMILES: O=C=CF.C#C

Each line ends with the Mulliken charge.
CARTESIAN COORDINATES (ANGSTROEM)
C -2.05890 0.25896 -0.33085  -0.2056
C -1.19319 -0.40175 -0.83393  -0.5245
C 1.81156 0.11121 -0.20252  0.6538
C 1.08435 -0.01427 0.84402  -0.2775
O 2.29377 0.32583 -1.22556  -0.3209
F 1.41023 -0.74651 1.92969  -0.2621
H -2.62432 1.03455 0.30901  0.3310
H -0.75413 -1.03832 -1.50987  0.4194
H 0.03063 0.47031 1.02001  0.1865

---

Record 4
Entry from OMol25: a molecular structure, C3H5O3Pt in a non-equilibrium geometry (ωB97M-V/def2-TZVPD).

Calculated values
energy above the lowest of the compared OMol25 structures with the same formula, charge and spin: 101.4 kcal per mole
net charge: 0
spin multiplicity: 4
energy: -461.98438 a.u.
lowest unoccupied orbital energy (spin up / spin down): 0.02104 / -0.06541 hartree
HOMO level (spin up / spin down): -6.77 / -9.25 eV

Each line ends with the Löwdin spin population.
CARTESIAN COORDINATES (ANGSTROEM)
H 0.99781 -1.97918 -0.36198  0.0011
O -1.07353 -0.88522 0.16942  0.0269
C 0.22605 -0.80288 -0.33469  0.1497
C -1.39655 0.32326 0.85051  0.0081
O 1.19352 -1.18690 0.62637  0.3922
O 0.46477 0.65197 -0.45897  0.2427
C -0.69373 1.36156 -0.00454  0.0377
H -1.00868 0.31276 1.88187  0.0012
H -2.48597 0.43527 0.87165  0.0007
H -0.38268 2.25507 0.54904  0.0123
H -1.29985 1.65661 -0.87227  0.0044
Pt 2.02172 0.47522 0.63951  2.1231

---

Record 5
Entry from OMol25: a single C3H7N3O molecule (ωB97M-V/def2-TZVPD).

Calculated values
energy above the lowest of the compared OMol25 structures with the same formula, charge and spin: 93.8 kcal per mole
net charge: 0
spin multiplicity: 1
energy: -357.90039 a.u.
lowest unoccupied orbital energy: 0.03890 hartree
HOMO level: -9.52 eV

Each line ends with the Mulliken charge.
CARTESIAN COORDINATES (ANGSTROEM)
C -0.40780 -1.61548 1.27890  -0.7821
N 0.18588 -0.29045 1.13985  -0.2749
C 0.11623 0.33574 -0.09840  0.5365
O 0.14268 -0.45784 -1.30669  -0.5500
N -0.96757 1.19629 -0.71310  -0.5375
C 0.14648 0.95904 -1.65395  0.2004
N 1.15647 1.28057 -0.61658  -0.6800
H -0.37079 -2.12227 0.31190  0.3268
H -1.45160 -1.59171 1.61583  0.2699
H 0.18698 -2.19296 1.99396  0.2577
H -0.06066 0.34956 1.88459  0.2607
H -0.86761 2.14823 -0.34457  0.2616
H 0.18417 1.26582 -2.69951  0.4452
H 2.00716 0.73546 -0.79221  0.2656

---

Record 6
Entry from OMol25: a molecular structure, C37H32Cl3N9O4PbS2 (ωB97M-V/def2-TZVPD).

Calculated values
energy above the lowest of the compared OMol25 structures with the same formula, charge and spin: 10.6 kcal per mole
net charge: +2
spin multiplicity: 1
energy: -4592.25892 a.u.
lowest unoccupied orbital energy: -0.26962 hartree
HOMO level: -12.23 eV

Each line ends with the Mulliken charge.
CARTESIAN COORDINATES (ANGSTROEM)
Pb 0.46543 2.09447 -0.97369  1.3657
C -6.81801 -2.61653 9.05039  -0.8429
O -6.33397 -1.37876 8.47837  -0.3499
C -6.29745 -1.21193 7.18945  0.8763
C -6.70752 -2.18939 6.24761  -0.3687
C -6.63878 -1.88446 4.92455  -0.3414
C -6.15595 -0.61493 4.48871  0.3653
C -5.75396 0.36715 5.45124  -0.2422
C -5.81741 0.06787 6.76555  -0.9090
N -6.11613 -0.44689 3.17390  -0.6661
N -5.83597 0.66722 2.65678  -0.0817
C -4.94396 1.13925 1.87896  0.4981
C -5.21906 2.45931 1.30148  -0.5110
C -4.31128 3.10766 0.57847  -0.8829
C -2.97649 2.53256 0.32887  0.4261
O -2.10348 3.16877 -0.21721  -0.4422
C -2.73278 1.12442 0.79363  -0.0886
N -1.57655 0.58476 0.42955  0.0506
C -1.29502 -0.64656 0.83937  -0.3339
C -2.16946 -1.39862 1.61554  -1.1166
C -3.37473 -0.84086 1.98986  -0.2138
C -3.67429 0.45380 1.57437  0.9777
H -6.73009 -2.48613 10.12209  0.2431
H -6.19573 -3.44620 8.72180  0.3738
H -7.85942 -2.77078 8.77572  0.3829
H -7.07632 -3.14954 6.57206  0.4696
H -6.95044 -2.59151 4.16676  0.4920
H -5.41471 1.34124 5.12422  0.4521
H -5.53216 0.77429 7.53250  0.4619
H -6.19388 2.88052 1.50916  0.4965
H -4.49733 4.08854 0.16232  0.4591
H -0.32853 -1.04133 0.54749  0.4503
H -1.89875 -2.39959 1.91916  0.4664
H -4.06810 -1.41197 2.59348  0.4974
C 3.32709 7.53899 -0.49355  -1.0870
N 2.76767 6.26382 -0.90005  0.0541
C 2.69888 5.78871 -2.26860  -0.3597
C 2.09624 4.41167 -2.06063  0.3661
O 1.82552 3.59231 -2.92009  -0.6645
N 1.89067 4.19961 -0.72513  -0.2273
C 2.32220 5.30099 -0.08187  0.3243
N 2.30039 5.43590 1.23549  -0.1106
H 3.35889 8.19598 -1.35857  0.3624
H 4.34069 7.43175 -0.10321  0.3454
H 2.69295 8.01611 0.25420  0.3988
H 3.68423 5.70962 -2.73167  0.3310
H 2.05874 6.40895 -2.89744  0.3439
H 2.10531 4.65003 1.84929  -0.1899
H 2.74707 6.22934 1.66287  0.2211
Cl -1.08986 -0.13524 -7.19804  -0.1955
C 0.13199 -0.94305 -6.27813  0.3727
C 1.31114 -0.28467 -5.97328  -1.0758
C 2.26911 -0.94935 -5.22586  0.2381
C 2.08188 -2.25264 -4.76997  -0.6913
C 3.15563 -2.87671 -3.91316  0.7436
C 2.69866 -3.15786 -2.47199  -0.9171
N 2.57951 -1.90827 -1.71908  0.4888
C 3.46173 -1.44918 -0.76985  -0.3731
C 3.00176 -0.23102 -0.37783  -0.9957
N 1.85211 0.05897 -1.07690  0.1162
C 1.62824 -0.97353 -1.87104  -0.4392
O 3.64073 -4.06927 -4.49369  -0.3987
C 5.06519 -4.11960 -4.58772  -0.9303
C 5.72101 -4.15540 -3.23991  0.0254
C 6.35879 -3.11633 -2.63478  0.7695
Cl 6.61648 -1.53823 -3.26799  -0.1976
S 6.92290 -3.49845 -1.05881  -0.1599
C 6.29946 -5.09185 -1.18791  -0.3032
C 5.69704 -5.30134 -2.38418  -0.6948
C 0.88935 -2.88694 -5.11376  0.7250
Cl 0.56898 -4.52256 -4.62414  -0.1831
C -0.08637 -2.24573 -5.86076  -0.8527
H 1.47561 0.72506 -6.32146  0.4532
H 3.19414 -0.44018 -4.98183  0.4451
H 3.95962 -2.13713 -3.83820  -0.0984
H 3.45881 -3.76683 -1.98659  0.3355
H 1.75262 -3.69190 -2.43171  0.2715
H 4.32831 -2.02136 -0.48374  0.3765
H 3.40877 0.44227 0.35607  0.4970
H 0.81715 -1.07114 -2.57531  0.5591
H 5.43043 -3.27229 -5.17349  0.3849
H 5.28306 -5.03350 -5.13662  0.4721
H 6.43630 -5.79224 -0.38061  0.4660
H 5.24843 -6.24212 -2.67055  0.4195
H -0.99964 -2.76166 -6.11960  0.4797
S 1.99912 2.96378 3.59395  -0.4599
C 1.40173 2.34357 2.23320  0.4410
N 0.94582 1.90432 1.24162  -0.6361

---

Question: Which of these has the lowest energy above the lowest of the compared OMol25 structures with the same formula, charge and spin?
Answer: C37H32Cl3N9O4PbS2

---

Please write out number 2 again, unchanged.
Entry from OMol25: a single C7H10 molecule in a non-equilibrium geometry (ωB97M-V/def2-TZVPD).

Calculated values
energy above the lowest of the compared OMol25 structures with the same formula, charge and spin: 68.4 kcal per mole
net charge: 0
spin multiplicity: 1
energy: -272.60906 a.u.
lowest unoccupied orbital energy: 0.04244 hartree
HOMO level: -9.05 eV
SMILES: C1[C@@H]2C[C@@H]3[C@H]1C[C@H]23

Each line ends with the Mulliken charge.
CARTESIAN COORDINATES (ANGSTROEM)
C 1.48020 -0.75868 -0.15128  -0.7010
C 0.98009 0.66182 0.14315  -0.2428
C 0.01878 0.94829 -1.01295  -0.7917
C -0.95497 -0.19316 -0.66589  -0.2682
C -1.49255 0.19098 0.71616  -0.6623
C -0.05843 0.15109 1.19186  -0.5449
C 0.04113 -1.19106 0.00232  -0.5008
H 2.05452 -0.93383 -1.07110  0.3240
H 2.00799 -1.20911 0.69754  0.3098
H 1.72374 1.41267 0.41854  0.4484
H 0.49708 0.84544 -1.99251  0.3520
H -0.45807 1.93031 -0.92490  0.3525
H -1.67574 -0.51802 -1.41973  0.4312
H -2.14558 1.05857 0.86798  0.3329
H -1.96655 -0.68467 1.17873  0.3108
H 0.13923 0.55134 2.21012  0.4281
H -0.23610 -2.25661 -0.12442  0.4220

---

Question: Number 5 is which compound?
Answer: C3H7N3O